[1]
# C16H24FN3OP

An isolated ion of composition C16H24FN3OP and charge +1 in a non-equilibrium geometry (ωB97M-V/def2-TZVPD, the OMol25 dataset).

**LUMO level**: -0.1065 hartree
**Kohn-Sham gap**: 9.0 eV
**E_tot**: -35499.2700 eV
**E_HOMO**: -11.85 eV

ORCA input file:
```
! RIJCOSX wB97M-V def2-TZVPD def2/J DEFGRID3
* xyz 1 1
C 1.20244 -0.97926 3.78922
C -0.16253 -0.90448 3.05510
C -0.00352 -1.62266 1.70840
C -1.07433 -1.24901 0.66412
C -0.83872 -2.06544 -0.65112
C -0.77810 -1.18064 -1.85206
N 0.15022 -0.25321 -2.11991
C 1.33045 0.10319 -1.32669
C 1.74613 1.58331 -1.46132
C 1.89106 2.31182 -0.13138
C 1.18132 2.01082 1.00839
C 1.40726 2.70055 2.17140
C 2.33949 3.70250 2.22012
C 3.03182 4.04149 1.08034
C 2.79898 3.34556 -0.07515
N -0.12284 0.30326 -3.30346
C -1.17118 -0.21771 -3.79122
F -1.69917 0.07993 -4.92788
N -1.63314 -1.17364 -2.87839
P -3.11409 -2.13822 -3.27092
C -3.91052 -2.65196 -1.69562
O -4.14307 -1.00083 -3.87891
H 1.91436 -0.23717 3.41399
H 1.65261 -1.96147 3.59557
H 1.10527 -0.88982 4.87282
H -0.86109 -1.45375 3.69194
H -0.42622 0.15252 2.96226
H -0.06536 -2.70636 1.86640
H 0.99404 -1.39854 1.30800
H -0.99965 -0.17764 0.44608
H -2.06961 -1.41726 1.08540
H -1.52199 -2.90390 -0.75905
H 0.16346 -2.50390 -0.55135
H 1.19008 -0.19630 -0.29256
H 2.15214 -0.51523 -1.70695
H 2.72352 1.63842 -1.94556
H 1.05485 2.09282 -2.14037
H 0.45964 1.20121 0.96804
H 0.86796 2.45517 3.08209
H 2.54521 4.23591 3.14143
H 3.76413 4.83940 1.10979
H 3.37014 3.64292 -0.95157
H -4.96980 -2.78307 -1.94217
H -3.54058 -3.65528 -1.46539
H -3.81154 -1.96100 -0.85300
H -4.11953 -0.24306 -3.26892
*
```

[2]
# C6H6AlF4NO3PS

C6H6AlF4NO3PS as an isolated structure in a non-equilibrium geometry (ωB97M-V/def2-TZVPD, the OMol25 dataset).

**LUMO level**: 0.0227 hartree
**Kohn-Sham gap**: 8.0 eV
**E_tot**: -51553.2015 eV
**E_HOMO**: -7.34 eV

ORCA input file:
```
! RIJCOSX wB97M-V def2-TZVPD def2/J DEFGRID3
* xyz -1 1
N 1.93360 -0.27051 0.47455
C 1.68640 -0.73379 -0.67752
C 0.49392 -0.30412 -1.53085
C -0.70474 -1.11955 -1.20627
C -1.97998 -0.77549 -0.95158
P -2.76548 0.83848 -0.84793
S -1.67112 2.30431 -0.22402
C -2.72853 -2.05162 -0.74028
O -3.88140 -2.28412 -0.92398
O -1.79106 -3.02140 -0.41791
C -0.63931 -2.61942 -1.09672
O 0.14391 -3.38339 -1.55070
H 1.24408 0.43475 0.75689
H 2.36561 -1.47644 -1.09956
H 0.73546 -0.46970 -2.58898
H 0.30639 0.76003 -1.40087
H -3.37961 1.00857 -2.09880
H -3.84794 0.56275 -0.00259
F 3.12319 4.16124 3.56639
Al 2.89774 2.51931 3.23042
F 4.08569 2.01164 2.14311
F 1.36835 2.28080 2.52524
F 3.00481 1.62767 4.66196
*
```

[3]
# C23H18N2O3

One molecule with the formula C23H18N2O3 (ωB97M-V/def2-TZVPD, the OMol25 dataset).

**ΔE to the lowest compared entry with this formula, charge and spin**: 0.00 kJ/mol
**LUMO level**: 0.0087 hartree
**Kohn-Sham gap**: 7.8 eV
**E_tot**: -33267.0230 eV
**E_HOMO**: -7.61 eV

ORCA input file:
```
! RIJCOSX wB97M-V def2-TZVPD def2/J DEFGRID3
* xyz 0 1
O -4.05392 -0.61662 -2.16056
C -4.03508 -1.48223 -1.30047
C -3.40162 -1.37453 0.01006
C -3.56135 -2.41710 0.93024
C -3.02993 -2.34035 2.19541
C -2.35140 -1.18653 2.57875
C -2.17385 -0.14919 1.69510
C -2.66001 -0.22158 0.37940
N -2.49569 0.78829 -0.51513
C -1.69938 1.92382 -0.43864
C -2.15644 3.08296 -1.06345
C -1.39268 4.23401 -1.02792
C -0.17939 4.25101 -0.37065
C 0.29862 3.08786 0.23322
C -0.44903 1.91969 0.18083
H -0.06093 0.99607 0.57845
O 1.50995 3.20479 0.85079
C 2.04346 2.08644 1.51994
C 2.53221 0.99569 0.59780
N 2.45505 -0.22892 1.04560
C 2.93359 -1.23296 0.28328
C 2.86266 -2.55177 0.77693
C 3.35700 -3.58945 0.03692
C 3.93628 -3.36065 -1.22174
C 4.00942 -2.09406 -1.73113
C 3.51061 -1.00145 -0.99545
C 3.55360 0.33103 -1.45760
C 3.06900 1.33086 -0.66328
H 3.08365 2.36470 -0.97207
H 3.97480 0.54317 -2.43071
H 4.45237 -1.91082 -2.70017
H 4.32342 -4.19676 -1.78527
H 3.30743 -4.59931 0.41669
H 2.41770 -2.70622 1.74741
H 1.33372 1.66437 2.24194
H 2.90205 2.48080 2.07589
H 0.42141 5.14447 -0.31958
H -1.75173 5.13086 -1.50969
H -3.10982 3.07127 -1.56960
H -3.07913 0.70720 -1.34593
H -1.68683 0.75504 2.02245
H -1.96980 -1.09764 3.58522
H -3.15728 -3.15406 2.89151
H -4.12242 -3.28644 0.62561
O -4.65387 -2.65570 -1.51919
H -5.05641 -2.64002 -2.40119
*
```

[4]
# C14H21GaI2N2O7P2

C14H21GaI2N2O7P2 as an isolated structure in a non-equilibrium geometry (ωB97M-V/def2-TZVPD, the OMol25 dataset).

**ΔE to the lowest compared entry with this formula, charge and spin**: 0.00 kJ/mol
**LUMO level**: -0.2974 hartree
**Kohn-Sham gap**: 7.2 eV
**E_tot**: -119306.5597 eV
**E_HOMO**: -15.34 eV

ORCA input file:
```
! RIJCOSX wB97M-V def2-TZVPD def2/J DEFGRID3
* xyz 2 1
I 0.32501 -0.79269 -4.54351
I -0.38116 1.70848 -3.67905
Ga -0.04863 -0.20620 0.21378
P -2.37791 -0.20835 -0.15067
C -3.31607 1.30828 0.24476
C -2.93562 -0.70562 -1.80130
H -4.02549 -0.83952 -1.80036
H -4.11389 -1.60714 0.87845
H -2.44966 -1.64593 -2.07926
H -2.51428 -2.40392 0.86978
H -3.06680 2.11477 -0.45248
H -2.64930 0.04339 -2.54972
C -3.03655 -1.45236 1.02140
H -4.40091 1.13442 0.20428
H -2.85850 -1.13445 2.05596
H -3.05024 1.63306 1.25402
P 2.32649 -0.10870 -0.13254
C 3.20880 1.42782 0.33063
C 2.98724 -1.30847 1.08535
H 2.52668 -1.55848 -2.07335
H 4.05598 -0.69394 -1.74956
H 2.67690 0.12550 -2.54093
C 2.96176 -0.59952 -1.76922
H 2.53401 -2.29191 0.91850
H 4.07902 -1.39862 1.01377
H 4.30091 1.29454 0.30628
H 2.92755 1.72800 1.34809
H 2.72825 -0.98768 2.10202
H 2.94661 2.24575 -0.34981
C -0.14064 2.11500 0.26271
O -0.06964 3.10581 0.85625
O -1.14877 0.98202 2.39584
C -0.44419 0.05775 2.87396
O 0.03778 -0.91685 2.11146
C -0.08410 -0.07115 4.31973
C 1.09811 0.51916 4.76875
C 1.45063 0.44809 6.13594
C 0.66533 -0.21008 7.06491
C -0.47767 -0.83754 6.59276
C -0.87392 -0.76148 5.23554
N -1.35190 -1.50710 7.52414
O -1.06690 -1.49415 8.74994
O -2.38992 -2.05716 7.08787
N 2.59876 1.22309 6.52407
O 3.23662 1.81670 5.61472
O 2.92205 1.30693 7.73227
H 1.81264 0.94747 4.07078
H 0.91377 -0.19479 8.13606
H -1.73777 -1.34011 4.90938
*
```

[5]
# C16H15F24N2O3S2

A 4-piece molecular cluster, C16H15F24N2O3S2 overall in a non-equilibrium geometry (ωB97M-V/def2-TZVPD, the OMol25 dataset).

**LUMO level**: -0.2033 hartree
**Kohn-Sham gap**: 8.2 eV
**E_tot**: -112838.3271 eV
**E_HOMO**: -13.68 eV

ORCA input file:
```
! RIJCOSX wB97M-V def2-TZVPD def2/J DEFGRID3
* xyz 1 1
S 1.24180 1.47987 0.76652
C -0.09952 2.03822 0.34708
N -1.07459 2.79100 0.06421
N -2.39238 2.24473 0.33412
S -2.54319 0.52537 -0.18898
H -3.06679 2.78783 -0.20957
H -2.62649 2.36718 1.32462
H -3.82653 0.33310 0.18117
C -3.48811 -4.63157 1.09188
C -3.86594 -3.16696 0.82003
C -5.33662 -2.77031 0.92776
F -6.08911 -3.40146 0.01831
F -5.41940 -1.42479 0.68373
F -3.38362 -2.76974 -0.38171
F -3.22467 -2.41430 1.76775
O -3.28383 -5.46397 -0.02730
C -4.32639 -6.15897 -0.60676
C -4.52329 -5.74880 -2.06825
F -4.80186 -4.42742 -2.14861
F -5.56369 -6.43665 -2.57943
F -5.46716 -6.03930 0.10198
F -3.98616 -7.46291 -0.60869
H -2.50765 -4.58111 1.56379
H -4.15317 -5.08686 1.82609
H -5.72412 -2.96591 1.93060
H -3.62152 -5.96137 -2.64609
C 5.06655 1.88213 5.03782
C 4.93324 1.60462 3.53128
C 3.78377 0.70406 3.07944
F 3.88703 -0.53913 3.57097
F 3.82046 0.61108 1.71392
F 6.09532 1.13981 3.03725
F 4.68502 2.81083 2.93586
O 6.02123 1.12811 5.75064
C 5.70062 -0.08661 6.31394
C 6.54839 -1.21776 5.72786
F 6.34262 -1.31211 4.39654
F 6.17569 -2.38262 6.30085
F 4.37966 -0.35770 6.21672
F 5.99756 -0.01223 7.62738
H 5.43870 2.90379 5.09595
H 4.09628 1.88485 5.53609
H 2.81861 1.12760 3.37548
H 7.60786 -1.03585 5.91823
C 0.97444 3.19835 -3.83838
C 0.25455 4.55386 -3.94098
C -1.25356 4.57151 -3.68599
F -1.92060 3.82768 -4.58961
F -1.70004 5.84346 -3.77267
F 0.53108 5.13436 -5.12255
F 0.79214 5.33879 -2.95961
O 1.26766 2.51594 -5.03723
C 0.36655 1.64649 -5.60808
C -0.05378 2.10408 -7.00679
F -0.64003 3.31633 -6.94382
F -0.94772 1.21899 -7.49975
F -0.70537 1.43238 -4.81057
F 0.99332 0.45905 -5.75223
H 1.95527 3.43696 -3.42935
H 0.49702 2.54193 -3.10818
H -1.47129 4.19670 -2.67940
H 0.81573 2.15535 -7.66529
*
```

[6]
# C6H10O

A 2-piece molecular cluster, C6H10O overall in a non-equilibrium geometry (ωB97M-V/def2-TZVPD, the OMol25 dataset).

**ΔE to the lowest compared entry with this formula, charge and spin**: 404.46 kJ/mol
**LUMO level**: 0.0314 hartree
**Kohn-Sham gap**: 8.8 eV
**E_tot**: -8427.0485 eV
**E_HOMO**: -7.95 eV

ORCA input file:
```
! RIJCOSX wB97M-V def2-TZVPD def2/J DEFGRID3
* xyz 0 1
C 0.42364 0.94061 -1.32214
C -0.41108 -0.13716 -1.43194
C 0.80173 0.71999 0.12004
C -0.27405 -0.50092 -0.02803
C 2.15870 0.08372 0.56363
C -2.10687 0.12587 0.85602
O -0.22859 -1.83439 0.29285
H 0.87217 1.60920 -2.18616
H -1.07253 -0.65595 -2.17948
H 0.49272 1.59626 0.75538
H 2.60421 -0.39305 -0.22409
H 1.93128 -0.66973 1.28133
H 2.81460 0.87475 0.89900
H -1.88314 0.53116 1.82435
H -2.69463 -0.75383 1.00933
H -2.54946 0.78169 0.11473
H -0.87870 -2.31823 -0.34483
*
```